1.
C4H12O | ωB97M-V/def2-TZVPD

```
17
Properties=species:S:1:pos:R:3
C -1.538 1.247 -1.520
C -1.105 0.956 -0.095
O -0.421 1.134 -2.498
H -2.335 0.664 -2.041
H -1.979 2.397 -1.621
H -0.544 -0.036 0.204
H 0.338 1.149 -2.031
H -2.086 1.044 0.559
H -0.363 1.780 0.152
C 1.497 -0.860 2.069
C 1.398 -2.417 1.772
H 0.513 -0.461 2.297
H 2.174 -0.598 2.843
H 1.852 -0.203 1.248
H 1.876 -2.466 0.832
H 0.434 -2.881 1.668
H 1.978 -3.019 2.518
```

## Properties
HOMO, eV: -10.14
Kohn-Sham gap, eV: 11.025
ΔE to the lowest compared entry with this formula, charge and spin, kJ/mol: 171.0
E_tot, a.u.: -234.767503

---

2.
C4H12O | ωB97M-V/def2-TZVPD

```
17
Properties=species:S:1:pos:R:3
C -1.182 0.351 -0.865
C -0.311 -0.758 -0.206
C 0.497 -1.506 -1.185
C 0.864 -0.228 0.659
H -2.226 0.002 -1.065
H -1.325 1.177 -0.157
H -0.539 0.882 -1.586
H -0.998 -1.470 0.371
H 1.489 -0.988 -1.404
H -0.045 -1.634 -2.108
H 0.673 -2.496 -0.767
H 1.860 -0.560 0.566
H 1.104 0.821 0.341
H 0.580 -0.316 1.640
H -0.927 2.303 2.249
H 0.699 2.251 1.951
O -0.213 2.169 1.565
```

## Properties
HOMO, eV: -9.98
Kohn-Sham gap, eV: 10.754
ΔE to the lowest compared entry with this formula, charge and spin, kJ/mol: 148.2
E_tot, a.u.: -234.776179